{"formula": "C15H52O11", "method": "ωB97M-V/def2-TZVPD", "elements": ["C", "C", "O", "H", "H", "H", "H", "H", "H", "C", "C", "O", "H", "H", "H", "H", "H", "H", "C", "C", "O", "H", "H", "H", "H", "H", "H", "C", "C", "O", "H", "H", "H", "H", "H", "H", "C", "O", "H", "H", "H", "H", "C", "O", "H", "H", "H", "H", "C", "O", "H", "H", "H", "H", "C", "O", "H", "H", "H", "H", "C", "O", "H", "H", "H", "H", "C", "O", "H", "H", "H", "H", "C", "O", "H", "H", "H", "H"], "coordinates": [[-1.49432, -1.37014, 1.99922], [-1.99857, -1.63950, 0.57996], [-3.06934, -0.81710, 0.38751], [-0.78050, -0.55052, 2.08156], [-0.82615, -2.21209, 2.18031], [-2.25272, -1.30505, 2.77942], [-2.38976, -2.64942, 0.45693], [-1.22883, -1.55849, -0.18753], [-2.70807, 0.04407, 0.60991], [1.43663, 2.51604, 2.61382], [0.87536, 3.41485, 1.53771], [1.92918, 4.06553, 0.85737], [0.71004, 1.78139, 2.96089], [1.79351, 3.07120, 3.48131], [2.16996, 1.88219, 2.11527], [0.18965, 4.15678, 1.94692], [0.26337, 2.84983, 0.83464], [2.29753, 4.80744, 1.34264], [0.25072, -0.11187, -1.12415], [0.47266, 1.12366, -0.30084], [-0.06737, 0.97392, 0.97213], [0.72801, -0.99102, -0.69128], [0.58194, 0.14077, -2.13140], [-0.78641, -0.44724, -1.12688], [-0.01736, 1.96478, -0.79128], [1.54463, 1.27265, -0.17127], [0.53467, 0.42658, 1.48159], [-1.15018, -4.43457, -1.20501], [-0.13801, -3.54630, -1.86758], [-0.25335, -2.33636, -1.22002], [-1.10447, -5.43864, -1.62673], [-2.16763, -4.06877, -1.34324], [-0.84312, -4.54672, -0.16518], [-0.28621, -3.44842, -2.94301], [0.82798, -3.94478, -1.55747], [0.30888, -2.17458, -0.45889], [2.25472, -0.68897, 1.94306], [0.83482, -0.54518, 1.65284], [2.62053, -1.71402, 2.00268], [2.77916, -0.17670, 1.13643], [2.45913, -0.09449, 2.83351], [0.57451, -1.27506, 1.08617], [0.22607, -1.40093, -3.04948], [0.95815, -2.38619, -3.78734], [0.66330, -1.44829, -2.05215], [0.27836, -0.38764, -3.44776], [-0.79871, -1.75769, -3.15272], [0.82503, -2.20490, -4.72062], [3.89789, 0.81365, -1.99061], [3.12275, 0.74214, -0.83027], [4.09515, 1.86889, -2.17946], [4.86341, 0.31125, -1.93161], [3.40909, 0.42775, -2.88518], [2.63256, 1.56605, -0.78048], [-1.59591, 3.49122, 0.41938], [-1.77226, 4.90988, 0.60046], [-0.74980, 3.21101, -0.20806], [-1.49324, 3.12579, 1.44115], [-2.47729, 3.07149, -0.06548], [-2.33850, 5.21628, -0.11165], [1.49640, -3.13472, 1.10920], [1.12709, -2.25053, 0.03209], [0.87038, -3.16920, 2.00082], [1.43784, -4.10575, 0.61749], [2.52382, -3.00249, 1.44836], [1.90237, -2.41206, -0.51052], [-2.58355, 1.53257, 2.30804], [-2.24567, 0.96526, 1.07781], [-2.65712, 0.62198, 2.90261], [-1.68222, 2.09214, 2.55822], [-3.43310, 2.20747, 2.41233], [-1.29520, 1.06384, 0.98567], [-2.49978, 1.43007, -1.59093], [-1.42407, 0.91993, -2.29950], [-2.73083, 2.47317, -1.80694], [-3.47859, 0.97312, -1.73653], [-2.29130, 1.45918, -0.52145], [-1.65772, 0.76060, -3.21690]], "lowdin_charge": [-0.03, -0.29, -0.05, 0.07, 0.06, 0.09, 0.11, 0.07, -0.19, -0.04, -0.34, -0.05, 0.08, 0.09, 0.06, 0.12, 0.03, 0.09, -0.12, -0.18, -0.12, 0.06, 0.07, 0.11, 0.12, 0.09, -0.22, -0.06, -0.28, -0.34, 0.07, 0.09, 0.07, 0.11, 0.12, -0.31, 0.00, -0.06, 0.05, 0.09, 0.11, 0.05, -0.20, -0.12, 0.04, 0.09, 0.12, 0.08, -0.14, -0.14, 0.09, 0.08, 0.08, 0.05, -0.17, -0.08, 0.07, 0.05, 0.08, 0.07, 0.00, -0.02, 0.12, 0.11, 0.09, 0.19, -0.05, -0.16, 0.09, 0.08, 0.11, -0.09, -0.15, -0.13, 0.08, 0.11, 0.04, 0.11], "fmax_ev_per_a": 19.75, "lumo_ha": -0.0001, "e_tot_ha": -1429.295751, "orbital_gap_ev": 7.4, "charge": 0}